{
  "formula": "C36H48FeNO2PS",
  "method": "ωB97M-V/def2-TZVPD",
  "total_energy_ev": -98209.44857,
  "charge": -2,
  "s2": 6.0147,
  "multiplicity": 5,
  "homo_energy_ha": [-0.050, -0.050],
  "orbital_gap_ev": [5.76, 5.78],
  "de_lowest_kj_mol": 16.4,
  "species": ["Fe", "O", "C", "O", "C", "C", "C", "C", "C", "C", "S", "H", "H", "H", "H", "C", "C", "C", "C", "C", "C", "C", "C", "N", "C", "C", "C", "C", "H", "H", "H", "H", "H", "H", "H", "H", "H", "H", "H", "H", "H", "H", "H", "H", "H", "H", "C", "C", "C", "P", "C", "C", "C", "C", "C", "C", "H", "H", "H", "H", "H", "H", "H", "H", "H", "H", "H", "H", "H", "H", "H", "H", "H", "H", "H", "H", "H", "C", "C", "C", "C", "C", "C", "C", "C", "H", "H", "H", "H", "H"],
  "positions_angstrom": [[-0.791771, -0.885032, -0.268907], [-3.379125, -3.939835, 1.235428], [-2.886982, -3.224390, 0.350169], [-1.963357, -2.382589, 0.532149], [-3.475336, -3.383659, -1.065127], [-4.483692, -4.348649, -1.167753], [-5.139618, -4.635142, -2.349731], [-4.784123, -3.925127, -3.493089], [-3.794750, -2.968535, -3.419652], [-3.105659, -2.667629, -2.224402], [-1.879213, -1.416828, -2.405034], [-4.729772, -4.870599, -0.252554], [-5.913222, -5.394683, -2.382232], [-5.277783, -4.117866, -4.440864], [-3.512715, -2.411140, -4.305186], [2.536817, -0.803468, 3.438131], [1.278799, 0.030092, 3.450981], [1.039131, 0.951764, 4.478850], [-0.151475, 1.661890, 4.467711], [-0.466446, 2.633842, 5.580540], [-1.069447, 1.506406, 3.434354], [-0.832195, 0.647123, 2.323179], [0.362032, -0.121768, 2.438219], [-1.566801, 0.513888, 1.188672], [-2.900054, 1.128618, 1.088556], [-3.493529, 0.710539, -0.253683], [-3.853151, 0.587657, 2.170543], [-2.886403, 2.675471, 1.081053], [3.077941, -0.715885, 4.382916], [3.207012, -0.493869, 2.631062], [2.307154, -1.856292, 3.264623], [1.761311, 1.087675, 5.278471], [0.310551, 2.617427, 6.347153], [-1.420162, 2.392062, 6.057339], [-0.544097, 3.656648, 5.201200], [-1.979535, 2.076463, 3.507538], [0.557720, -0.879329, 1.688834], [-3.654691, -0.367372, -0.287039], [-2.814124, 0.960145, -1.069356], [-4.448678, 1.215249, -0.427721], [-3.807644, -0.502952, 2.158830], [-4.881461, 0.899120, 1.957557], [-3.596060, 0.925582, 3.173074], [-2.115004, 3.028709, 0.393399], [-2.684351, 3.122386, 2.049993], [-3.853177, 3.052977, 0.734281], [0.899541, 3.047169, 0.548383], [1.733732, 2.269364, -0.474515], [2.721898, 1.348966, 0.242982], [0.607383, 1.291029, -1.594294], [-0.376103, 2.665866, -2.383250], [0.334966, 3.937141, -2.847660], [-1.297810, 2.128806, -3.487794], [1.841354, 0.636398, -2.831220], [2.890446, 1.600568, -3.383417], [1.178833, -0.131142, -3.975115], [1.550215, 3.477100, 1.315593], [0.185249, 2.393770, 1.048369], [0.342605, 3.865801, 0.085422], [2.300820, 2.984270, -1.078294], [2.203592, 0.536922, 0.753583], [3.287274, 1.919715, 0.986521], [3.434948, 0.897184, -0.450720], [-1.025694, 2.939515, -1.545563], [0.852023, 3.775844, -3.794960], [1.061317, 4.305803, -2.123258], [-0.400115, 4.733334, -3.008486], [-0.799258, 2.171088, -4.459297], [-2.208184, 2.731266, -3.554402], [-1.599828, 1.093431, -3.312122], [2.350100, -0.112628, -2.211756], [2.438787, 2.339067, -4.048310], [3.626825, 1.040876, -3.970207], [3.432684, 2.132533, -2.600821], [0.677344, 0.544504, -4.671306], [0.443058, -0.850020, -3.614360], [1.941304, -0.679862, -4.537609], [1.110495, -1.805588, -0.268892], [2.178377, -2.342679, -0.009902], [3.442245, -2.905516, 0.346513], [3.521144, -4.088481, 1.093531], [4.745265, -4.595811, 1.499078], [5.926559, -3.944513, 1.164602], [5.865687, -2.783060, 0.404259], [4.643155, -2.272597, -0.002921], [2.600214, -4.592969, 1.355698], [4.778257, -5.506868, 2.085590], [6.881201, -4.330736, 1.501555], [6.779094, -2.267515, 0.129503], [4.596137, -1.366440, -0.593211]],
  "forces_ev_per_a": [[-0.58, -0.05, -0.11], [0.01, 0.00, 0.00], [-0.05, 0.03, -0.08], [0.07, -0.05, 0.16], [0.00, -0.01, 0.00], [-0.02, 0.00, -0.02], [0.01, 0.01, 0.00], [-0.01, 0.00, 0.00], [0.00, -0.01, 0.00], [0.03, 0.02, 0.04], [0.16, 0.02, -0.01], [0.01, 0.01, 0.01], [0.00, 0.00, 0.00], [0.00, 0.00, 0.00], [0.00, 0.00, 0.00], [-0.03, 0.00, 0.00], [0.01, -0.01, 0.04], [0.04, 0.00, -0.04], [-0.02, 0.02, 0.00], [-0.01, 0.00, -0.02], [0.03, -0.06, -0.08], [-0.04, 0.03, 0.08], [-0.10, 0.01, 0.04], [0.23, 0.04, -0.01], [-0.03, -0.08, 0.09], [0.02, -0.04, -0.03], [0.00, 0.02, -0.03], [0.09, -0.08, -0.01], [0.00, 0.00, 0.00], [0.01, 0.00, 0.01], [0.00, 0.00, -0.01], [-0.02, -0.01, 0.02], [0.00, 0.00, 0.00], [0.00, 0.00, 0.00], [0.00, 0.00, 0.01], [-0.07, 0.09, -0.04], [0.03, 0.01, 0.05], [0.02, 0.00, -0.02], [-0.01, 0.05, -0.04], [-0.01, -0.03, 0.03], [-0.01, 0.00, -0.02], [0.00, 0.01, 0.01], [0.00, -0.01, 0.02], [-0.02, -0.01, -0.05], [0.04, 0.02, 0.09], [0.00, -0.01, 0.02], [0.02, 0.02, -0.04], [-0.12, 0.00, 0.09], [0.03, -0.05, -0.10], [0.21, 0.01, 0.05], [-0.07, -0.05, -0.11], [-0.04, 0.00, 0.03], [0.02, -0.02, 0.04], [0.02, 0.01, 0.00], [0.01, -0.03, 0.02], [-0.02, -0.01, 0.03], [0.01, 0.01, -0.01], [0.03, 0.02, 0.00], [-0.01, -0.01, -0.01], [0.02, 0.02, 0.01], [0.01, 0.05, -0.01], [-0.01, -0.01, 0.00], [0.00, -0.01, -0.01], [0.01, 0.00, 0.05], [0.02, -0.01, 0.01], [0.00, 0.01, 0.01], [0.00, 0.00, -0.04], [0.01, -0.01, 0.00], [0.02, 0.04, -0.03], [-0.05, 0.04, 0.03], [-0.01, 0.00, 0.01], [0.01, 0.01, 0.00], [0.00, 0.00, -0.01], [0.00, 0.01, 0.00], [0.01, 0.00, -0.01], [-0.02, 0.00, 0.02], [0.00, 0.00, 0.00], [0.02, -0.02, 0.02], [0.15, 0.03, -0.18], [-0.10, 0.04, 0.00], [0.03, -0.04, 0.03], [0.00, 0.00, -0.02], [0.00, 0.02, 0.02], [-0.01, -0.01, -0.02], [0.04, -0.02, 0.01], [0.00, 0.02, 0.02], [-0.01, 0.00, 0.01], [0.00, -0.02, -0.03], [0.00, 0.01, 0.00], [-0.01, 0.03, 0.02]]
}

***

{
  "formula": "C16H20N4O4S2Se2V",
  "method": "ωB97M-V/def2-TZVPD",
  "total_energy_ev": -209098.37711,
  "charge": 2,
  "s2": 1.0957,
  "multiplicity": 2,
  "homo_energy_ha": [-0.486, -0.486],
  "orbital_gap_ev": [4.79, 2.77],
  "species": ["V", "Se", "Se", "C", "C", "C", "C", "C", "N", "C", "C", "C", "C", "C", "N", "H", "H", "H", "H", "H", "H", "H", "H", "O", "S", "O", "O", "S", "C", "N", "C", "C", "C", "N", "C", "C", "O", "H", "H", "H", "H", "H", "H", "H", "H", "H", "H", "H", "H"],
  "positions_angstrom": [[-3.199959, 1.165234, 2.964975], [-3.575440, 3.573588, 3.376937], [-5.524119, 0.878229, 2.306843], [-4.487048, -0.024146, 0.979695], [-4.792465, -0.439494, -0.309420], [-3.752129, -0.930772, -1.047573], [-2.378502, -0.871276, -0.577060], [-2.225152, -0.612067, 0.735607], [-3.256443, -0.096163, 1.434231], [-1.768953, 3.162247, 3.153382], [-0.793852, 4.062920, 3.542650], [0.481446, 3.888106, 3.001639], [0.724698, 2.809416, 2.144177], [-0.291328, 1.905512, 1.837507], [-1.539626, 2.079860, 2.384636], [-5.801875, -0.316187, -0.672103], [-3.965343, -1.243647, -2.035850], [-1.455443, -1.046051, -1.232561], [-1.368971, -0.834155, 1.382530], [-1.015562, 4.807107, 4.273666], [1.207377, 4.675648, 3.203030], [1.777168, 2.699465, 1.970556], [-0.174505, 1.063440, 1.164336], [4.562541, -1.954575, 3.880307], [3.212660, -2.219598, 3.396722], [2.263621, -1.237552, 3.732573], [3.059755, -3.446096, 2.625928], [-2.730507, -0.115895, 4.501289], [0.214633, 0.986881, -3.075043], [0.745973, -0.305550, -2.752011], [0.743372, -1.318774, -3.782536], [1.332450, -2.631005, -3.192028], [2.678891, -2.256000, -2.677083], [2.466820, -1.343667, -1.567372], [3.630884, -1.244992, -0.653880], [1.542964, -0.294319, -1.680856], [1.604179, 0.657027, -0.886918], [0.850627, 1.504287, -3.860722], [0.193345, 1.596741, -2.140762], [-0.755401, 0.867998, -3.560796], [1.292331, -1.014993, -4.752509], [-0.248063, -1.554570, -4.088172], [1.577320, -3.274343, -4.064921], [0.739504, -3.200160, -2.503638], [3.227506, -1.753348, -3.445736], [3.205586, -3.139219, -2.236963], [3.677932, -2.152828, -0.030355], [3.529708, -0.472227, 0.074085], [4.557396, -1.040037, -1.240438]],
  "forces_ev_per_a": [[1.59, -0.09, 2.43], [-1.65, -0.92, 0.31], [-0.66, -0.18, -0.28], [-0.42, 0.70, -0.60], [-0.68, 0.15, 0.88], [2.19, 0.85, 0.00], [-0.56, -1.10, -2.39], [0.22, 0.32, 1.95], [0.58, -0.53, 0.43], [0.37, -0.03, -0.28], [0.79, -0.91, -0.24], [-1.28, 0.40, 0.11], [-0.09, 0.21, 1.00], [-0.40, 0.20, 0.78], [1.92, 0.47, -1.08], [-0.03, -0.35, -0.20], [0.05, -0.32, -0.91], [-1.63, -0.14, 0.89], [0.16, 0.42, -0.80], [-0.19, 0.64, 0.07], [0.21, -0.57, 0.01], [0.11, -0.61, -1.20], [0.34, 0.08, 0.16], [-2.09, -0.46, -0.77], [4.96, -1.96, 0.03], [-1.87, 0.10, -0.44], [-1.04, 2.36, 1.13], [-0.63, 1.31, -1.26], [0.00, 1.33, -0.94], [-1.14, 0.31, -0.65], [1.13, -1.19, -0.31], [1.15, 0.31, -3.01], [-0.33, -0.82, 2.13], [-0.09, 0.95, 0.96], [-0.36, -0.34, -0.46], [3.76, -0.72, 1.26], [-0.81, -0.41, 0.32], [-0.46, -0.44, 0.97], [-0.21, -0.41, -1.08], [-0.21, 0.11, 0.28], [-0.51, -0.26, 1.64], [-1.13, 0.26, -0.26], [-0.67, 0.07, 0.42], [-0.50, 0.10, 0.45], [0.80, -0.03, -0.61], [-0.13, 0.70, -0.74], [0.37, -0.06, -0.69], [-0.37, 0.92, 0.11], [-0.56, -0.45, 0.50]]
}

***

{
  "formula": "C8H12Cl2N2O",
  "method": "ωB97M-V/def2-TZVPD",
  "total_energy_ev": -38560.61333,
  "charge": 0,
  "homo_energy_ha": -0.355,
  "smiles": "CC1=NC(=O)N(Cl)C1(C)C.C=CCl",
  "orbital_gap_ev": 9.92,
  "de_lowest_kj_mol": 3.1,
  "species": ["C", "C", "N", "C", "O", "N", "Cl", "C", "C", "C", "H", "H", "H", "H", "H", "H", "H", "H", "H", "C", "C", "Cl", "H", "H", "H"],
  "positions_angstrom": [[-0.762919, -1.185299, -1.662085], [0.572813, -0.677584, -1.199300], [1.228694, 0.177963, -1.898809], [2.275539, 0.738300, -1.080610], [2.890294, 1.683090, -1.441901], [2.209814, 0.184729, 0.165539], [2.863908, 1.153502, 1.450065], [1.142127, -0.728884, 0.263997], [0.080344, -0.363250, 1.278805], [1.862455, -2.081632, 0.476387], [-1.103592, -2.048621, -1.097670], [-0.783141, -1.342048, -2.762003], [-1.424774, -0.319593, -1.324189], [-0.118690, 0.743577, 1.109883], [0.454205, -0.517684, 2.253235], [-0.905871, -0.839472, 1.176449], [2.322125, -2.520983, -0.412494], [1.106454, -2.676452, 0.896590], [2.730727, -2.004722, 1.275497], [-2.785267, 2.800011, 0.458002], [-2.747564, 1.523370, 0.342495], [-3.806842, 0.495842, 1.050599], [-1.939215, 3.307671, -0.044279], [-3.462418, 3.488488, 0.895010], [-1.899210, 1.009679, -0.169201]],
  "forces_ev_per_a": [[-0.06, 0.92, 0.61], [0.87, 1.71, 0.57], [0.00, -1.34, 0.10], [-1.82, 0.76, -0.89], [1.46, 0.78, -0.13], [1.51, 2.28, 0.13], [-0.65, -1.03, -0.67], [-0.29, -2.42, -0.73], [-0.73, 1.82, -1.18], [1.28, 0.48, 1.81], [0.03, -0.23, -0.16], [-0.09, 0.24, 0.88], [0.41, -1.26, -0.95], [0.24, -1.18, 0.56], [0.28, -0.06, 1.25], [0.56, -0.29, -0.16], [-0.33, 0.22, -0.01], [-0.70, -1.74, 0.42], [-1.88, 0.11, -1.48], [2.06, 3.04, -1.37], [2.19, -1.27, -1.07], [-1.99, -2.02, 1.13], [-0.55, -0.15, 0.29], [-0.87, -0.14, 0.62], [-0.94, 0.75, 0.43]]
}

***

{
  "formula": "C4H7N4",
  "method": "ωB97M-V/def2-TZVPD",
  "total_energy_ev": -10207.22308,
  "charge": 1,
  "homo_energy_ha": [-0.474, -0.499],
  "orbital_gap_ev": [5.13, 7.39],
  "de_lowest_kj_mol": 771.8,
  "species": ["C", "C", "C", "C", "N", "N", "N", "N", "H", "H", "H", "H", "H", "H", "H"],
  "positions_angstrom": [[0.764759, 1.445622, 0.413002], [-0.417144, 1.446203, -0.649983], [1.881896, 0.584209, 0.190348], [-1.584700, -1.942871, 0.247112], [3.485091, -0.904888, -0.643587], [-1.156861, 0.198759, -0.364719], [-0.769451, -0.803446, 0.160197], [2.745469, -0.057350, -0.310369], [1.194296, 2.414659, 0.525235], [0.379355, 1.112919, 1.429331], [-1.213959, 2.110655, -0.380151], [-0.096302, 1.243027, -1.754620], [-1.409755, -2.336531, 1.194175], [-1.126056, -2.591680, -0.434641], [-2.676639, -1.919284, 0.378674]],
  "forces_ev_per_a": [[-0.16, -0.92, 0.88], [0.92, -3.43, 0.01], [-2.15, 1.58, 0.62], [-1.40, -0.70, 1.38], [0.30, 0.41, -0.21], [-0.70, -0.63, -0.44], [0.75, 2.98, -0.65], [1.50, -2.38, -0.81], [0.02, 1.19, 0.01], [0.08, 0.71, -1.10], [0.26, 1.43, -0.59], [-0.64, 1.30, 1.91], [1.17, -1.06, 1.76], [-0.07, -1.41, -1.24], [0.11, 0.93, -1.55]]
}